# 1
C23H25AsBr2N2O5Pd | ωB97M-V with the def2-TZVPD basis set

XYZ file:
```
59
Properties=species:S:1:pos:R:3:mulliken_charge:R:1
Pd 0.370 -0.745 0.043 -0.021
C 3.327 0.465 1.770 -1.537
C 2.839 1.569 0.870 0.515
C 3.511 2.795 0.737 -0.668
C 2.945 3.809 0.008 -1.022
C 1.729 3.590 -0.671 0.963
C 0.994 4.554 -1.384 0.101
Br 1.636 6.364 -1.530 -0.328
C -0.202 4.248 -1.992 -0.652
C -0.677 2.946 -1.963 -0.277
Br -2.360 2.573 -2.782 -0.213
C 0.004 1.867 -1.348 0.006
O -0.365 0.665 -1.427 -0.698
C 1.192 2.274 -0.592 0.248
N 1.710 1.337 0.225 0.391
H 3.490 0.826 2.790 0.364
H 4.267 0.049 1.399 0.326
H 2.577 -0.328 1.778 0.218
H 4.452 2.957 1.251 0.421
H 3.416 4.781 -0.053 0.301
H -0.762 5.015 -2.508 0.389
O 1.345 -2.342 0.829 -0.677
C 1.728 -2.208 -0.398 -0.212
C 1.207 -3.089 -1.485 0.907
C 2.072 -3.715 -2.336 -0.578
C 1.626 -4.588 -3.356 -0.384
C 0.239 -4.815 -3.498 -0.278
C -0.649 -4.205 -2.669 -0.667
C -0.242 -3.301 -1.612 0.145
O -1.077 -2.735 -0.881 -0.573
N 2.535 -5.260 -4.170 0.942
O 2.119 -6.035 -5.053 -0.729
O 3.754 -5.075 -4.017 -0.715
H 2.759 -1.846 -0.577 0.198
H 3.139 -3.569 -2.221 0.483
H -0.087 -5.481 -4.285 0.412
H -1.714 -4.373 -2.781 0.356
C -2.391 -1.791 3.364 -1.170
C -2.230 -0.277 3.243 -0.745
As -1.433 0.197 1.471 0.968
C -2.969 -0.228 0.313 -0.502
C -4.340 0.330 0.682 -1.335
C -1.702 2.160 1.680 -0.713
C -0.630 2.795 2.564 -1.104
H -2.760 -2.086 4.351 0.393
H -1.431 -2.282 3.189 0.291
H -3.088 -2.162 2.611 0.268
H -1.540 0.090 4.007 0.388
H -3.182 0.242 3.385 0.400
H -2.980 -1.317 0.248 0.385
H -2.664 0.117 -0.676 0.352
H -4.673 -0.035 1.658 0.267
H -5.087 0.035 -0.060 0.428
H -4.322 1.422 0.710 0.278
H -2.696 2.343 2.098 0.573
H -1.672 2.607 0.684 0.309
H -0.647 2.369 3.571 0.347
H -0.775 3.875 2.652 0.373
H 0.363 2.621 2.147 0.092
```

## Properties
Charge: -2
Frontier orbital gap, eV: 4.49

# 2
C31H37N5Rh | ωB97M-V with the def2-TZVPD basis set

XYZ file:
```
74
Properties=species:S:1:pos:R:3:mulliken_charge:R:1
Rh 0.982 -0.885 0.419 -1.511
C 1.473 -0.889 3.121 -0.998
N 0.217 -0.685 2.335 0.682
C -0.772 -1.665 2.815 -1.139
C -0.188 0.719 2.417 0.646
C -1.158 1.161 3.296 -0.256
C -1.502 2.504 3.326 -0.909
C -0.877 3.385 2.455 -1.126
C 0.099 2.946 1.574 -1.278
C 0.479 1.603 1.544 0.865
N 1.368 0.994 0.662 1.097
C 2.250 1.574 -0.237 -0.082
C 2.683 2.903 -0.238 -1.036
C 3.533 3.367 -1.229 -0.942
C 3.990 2.524 -2.232 -1.001
C 3.629 1.185 -2.204 -0.644
C 2.786 0.715 -1.215 1.105
N 2.498 -0.716 -1.069 0.821
C 2.349 -1.479 -2.330 -1.013
C 3.603 -1.329 -0.280 -1.079
H 1.244 -0.808 4.185 0.389
H 1.870 -1.885 2.919 0.268
H 2.202 -0.127 2.855 0.391
H -0.904 -1.584 3.895 0.539
H -1.718 -1.497 2.323 0.144
H -0.405 -2.661 2.576 0.253
H -1.661 0.468 3.957 0.409
H -2.261 2.853 4.013 0.438
H -1.162 4.428 2.443 0.422
H 0.513 3.647 0.866 0.315
H 2.381 3.576 0.550 0.709
H 3.844 4.403 -1.211 0.446
H 4.644 2.893 -3.010 0.462
H 4.019 0.511 -2.956 0.383
H 3.291 -1.516 -2.880 0.489
H 2.054 -2.495 -2.073 0.301
H 1.586 -1.032 -2.959 0.120
H 4.536 -1.266 -0.844 0.429
H 3.733 -0.782 0.657 0.384
H 3.375 -2.374 -0.082 0.306
C -4.842 -1.097 0.083 -1.470
C -3.531 -0.768 0.805 -1.330
C -2.836 0.412 0.166 0.982
C -3.492 1.639 0.234 -0.385
C -3.038 2.742 -0.460 -1.321
C -1.932 2.616 -1.284 -0.220
C -1.235 1.421 -1.361 0.382
C -0.146 1.284 -2.379 0.826
C -0.710 0.823 -3.727 -1.524
C -1.647 0.334 -0.576 -0.309
N -0.828 -0.852 -0.513 2.444
C -1.264 -2.024 -0.883 -0.819
C -0.504 -3.158 -0.559 -0.184
C -0.655 -4.542 -0.723 -1.261
C 0.432 -5.124 -0.085 -0.825
C 1.204 -4.074 0.444 -0.947
N 0.644 -2.896 0.155 1.471
H -5.326 -1.961 0.537 0.440
H -4.658 -1.321 -0.970 0.341
H -5.536 -0.259 0.121 0.386
H -2.911 -1.660 0.783 0.364
H -3.741 -0.541 1.854 0.471
H -4.391 1.714 0.836 0.545
H -3.562 3.686 -0.387 0.446
H -1.602 3.453 -1.888 0.516
H 0.583 0.567 -2.040 -1.563
H 0.368 2.240 -2.499 0.570
H -1.178 -0.160 -3.638 0.288
H 0.078 0.756 -4.480 0.445
H -1.466 1.519 -4.091 0.399
H -2.220 -2.091 -1.393 0.532
H -1.458 -5.045 -1.238 0.558
H 0.652 -6.175 -0.003 0.482
H 2.125 -4.143 1.006 0.467
```

## Properties
Charge: +1
Frontier orbital gap (spin up / spin down), eV: 6.39 / 6.39